[1]
Computed, not measured: 2 unconnected molecules or ions with the total composition C3H2FIN2 at a distorted geometry, with the ωB97M-V functional and the def2-TZVPD basis.

```
9
Properties=species:S:1:pos:R:3:mulliken_charge:R:1
H 0.10 -2.24 -1.12 0.24
C 1.09 -1.26 2.31 -0.29
C 2.84 -1.01 -0.40 -0.15
N 1.94 -1.62 -0.89 0.43
I 4.80 -0.65 -0.45 0.22
C -0.04 -1.14 1.93 0.14
H 2.11 -1.46 2.36 0.37
F -1.32 -0.97 1.67 -0.23
N 0.87 -1.65 -1.51 -0.74
```

Properties
* highest occupied orbital energy (spin up / spin down): -0.3106 / -0.3106 Ha
* lowest unoccupied orbital energy (spin up / spin down): -0.29 / -0.29 eV
* frontier orbital gap (spin up / spin down): 8.16 / 8.16 eV
* energy relative to the best compared isomer or geometry (same formula, charge and spin): 6.0983 eV
* max |F|: 2.00 eV/A


[2]
Computed, not measured: a molecular structure, C3H2FIO2 at a distorted geometry, with the ωB97M-V functional and the def2-TZVPD basis.

```
9
Properties=species:S:1:pos:R:3:mulliken_charge:R:1
H 0.67 1.11 1.47 0.37
O -0.84 -0.21 0.94 -0.24
C 0.56 0.25 0.91 0.27
C 0.66 0.63 -0.66 -0.41
F 1.34 -0.72 1.17 -0.22
C -0.97 -0.74 -0.30 -0.02
H 1.70 0.72 -1.26 0.26
O -0.24 -0.17 -1.23 -0.10
I -2.88 -0.86 -1.05 0.08
```

Properties
* highest occupied orbital energy (spin up / spin down): -0.2923 / -0.3149 Ha
* lowest unoccupied orbital energy (spin up / spin down): -0.25 / -0.15 eV
* frontier orbital gap (spin up / spin down): 7.70 / 8.42 eV
* energy relative to the best compared isomer or geometry (same formula, charge and spin): 2.8354 eV
* max |F|: 6.17 eV/A


[3]
Computed, not measured: a molecular structure, C3H2FLiNaO4 at a distorted geometry, with the ωB97M-V functional and the def2-TZVPD basis.

```
12
Properties=species:S:1:pos:R:3:mulliken_charge:R:1
O -0.92 1.59 -0.14 -0.47
Li -2.71 0.70 1.53 0.91
O -1.86 -0.34 -0.32 -0.65
O -2.92 1.43 -0.94 -0.61
Na 0.02 -2.70 0.29 0.92
F 2.24 1.55 1.23 -0.24
C 2.39 -0.46 0.11 0.16
C 1.50 0.52 0.76 0.01
H 3.33 -0.07 -0.28 0.37
H 0.89 0.10 1.54 0.05
O 2.11 -1.66 0.05 -0.69
C -1.85 0.89 -0.64 0.25
```

Properties
* highest occupied orbital energy (spin up / spin down): -0.2636 / -0.2236 Ha
* 2S+1: 2
* lowest unoccupied orbital energy (spin up / spin down): -1.38 / -1.36 eV
* frontier orbital gap (spin up / spin down): 5.79 / 4.72 eV
* energy relative to the best compared isomer or geometry (same formula, charge and spin): 2.5215 eV
* max |F|: 4.36 eV/A


[4]
Computed, not measured: C3H2FN in the gas phase at a distorted geometry, with the ωB97M-V functional and the def2-TZVPD basis.

```
7
Properties=species:S:1:pos:R:3:mulliken_charge:R:1
F 2.30 -0.62 0.01 -0.18
H -2.00 0.62 0.18 0.30
C -0.13 -0.60 -0.06 -0.45
N -0.07 1.64 -0.04 -0.44
C -0.87 0.66 0.07 0.06
C 1.11 -0.12 -0.03 0.24
H -0.34 -1.57 -0.14 0.47
```

Properties
* highest occupied orbital energy (spin up / spin down): -0.3465 / -0.3531 Ha
* lowest unoccupied orbital energy (spin up / spin down): -0.13 / -0.13 eV
* frontier orbital gap (spin up / spin down): 9.30 / 9.48 eV
* energy relative to the best compared isomer or geometry (same formula, charge and spin): 4.4033 eV
* max |F|: 3.84 eV/A


[5]
Computed, not measured: 2 unconnected molecules or ions with the total composition C3H2FNO at a distorted geometry, with the ωB97M-V functional and the def2-TZVPD basis.

```
8
Properties=species:S:1:pos:R:3:mulliken_charge:R:1
N 3.38 -1.30 -0.33 -0.28
C 2.88 -0.28 -0.11 0.25
C 1.96 0.72 0.26 0.30
H -0.12 -0.29 -0.79 0.30
H -0.71 0.39 0.68 0.34
C 0.01 -0.22 0.24 -0.33
O 2.02 1.87 0.29 -0.33
F 0.27 -1.52 0.65 -0.25
```

Properties
* highest occupied orbital energy: -0.3589 Ha
* lowest unoccupied orbital energy: -0.70 eV
* frontier orbital gap: 9.06 eV
* energy relative to the best compared isomer or geometry (same formula, charge and spin): 2.8173 eV
* max |F|: 5.62 eV/A


[6]
Computed, not measured: a molecular structure, C3H2FNOS at a distorted geometry, with the ωB97M-V functional and the def2-TZVPD basis.

```
9
Properties=species:S:1:pos:R:3:mulliken_charge:R:1
H 0.70 -1.91 -0.34 0.39
O -0.86 1.03 -0.46 -0.19
C 0.71 -0.03 0.80 -0.21
N 0.48 -0.67 -0.35 -0.15
C -0.18 0.96 0.69 0.31
H 1.46 -0.47 1.50 0.37
S -1.17 -0.62 -2.43 -0.40
C -0.42 -0.03 -1.09 0.14
F -0.73 1.74 1.68 -0.25
```

Properties
* highest occupied orbital energy: -0.3009 Ha
* lowest unoccupied orbital energy: -0.15 eV
* frontier orbital gap: 8.03 eV
* energy relative to the best compared isomer or geometry (same formula, charge and spin): 1.7977 eV
* max |F|: 7.38 eV/A


[7]
Computed, not measured: a molecular structure, C3H2FO2Pd at a distorted geometry, with the ωB97M-V functional and the def2-TZVPD basis.

```
9
Properties=species:S:1:pos:R:3:mulliken_charge:R:1
C 1.57 0.32 0.01 0.72
O 0.69 -0.52 -0.63 -0.26
C -1.46 0.15 0.04 0.19
H -2.31 0.10 0.71 0.35
H -0.59 -1.70 0.56 0.37
Pd 2.99 0.16 -0.66 0.21
F -1.50 1.17 -0.83 -0.09
O 1.13 1.11 0.82 -0.52
C -0.52 -0.80 -0.03 0.02
```

Properties
* highest occupied orbital energy (spin up / spin down): -0.4646 / -0.5568 Ha
* 2S+1: 3
* charge: +1
* lowest unoccupied orbital energy (spin up / spin down): -5.29 / -9.23 eV
* frontier orbital gap (spin up / spin down): 7.35 / 5.92 eV
* energy relative to the best compared isomer or geometry (same formula, charge and spin): 0.3083 eV
* max |F|: 13.38 eV/A


[8]
Computed, not measured: a gas-phase ion, C3H2FO3 (charge -1) at a distorted geometry, with the ωB97M-V functional and the def2-TZVPD basis.

```
9
Properties=species:S:1:pos:R:3:mulliken_charge:R:1
O 0.84 1.49 1.07 -0.65
O -1.95 -0.18 -0.93 -0.47
H 0.73 -1.12 0.71 0.37
C 0.93 0.96 -0.01 0.54
C 0.41 -0.58 -0.04 -0.68
O 1.22 1.31 -1.16 -0.69
F -1.68 -0.47 1.28 -0.26
H 0.71 -1.04 -0.87 0.33
C -1.21 -0.36 -0.04 0.52
```

Properties
* highest occupied orbital energy: -0.1565 Ha
* charge: -1
* lowest unoccupied orbital energy: 4.14 eV
* frontier orbital gap: 8.40 eV
* energy relative to the best compared isomer or geometry (same formula, charge and spin): 0.7708 eV
* SMILES string: O=C([O-])CC(=O)F
* max |F|: 7.00 eV/A